(1)
6 unconnected molecules or ions with the total composition C20H39N6O13 at a distorted geometry, computed with wB97M-V/def2-TZVPD.

Element x y z (Å)
C  -3.7576  -0.6872  -0.8014
C  -2.8008  -0.1356  -0.3532
C  -1.6172  0.5118  0.2139
C  -0.3409  0.4316  -0.6771
C  -0.1767  1.7342  -1.4845
C  -1.4172  2.1081  -2.3002
C  -1.2599  3.3731  -3.1212
O  -2.1685  3.9290  -3.6643
O  0.0141  3.8933  -3.2171
C  -0.3770  -0.7921  -1.6051
C  0.9804  -1.1783  -2.2548
C  0.8320  -0.9179  -3.7769
C  1.2192  -2.6971  -2.0925
N  2.1281  -0.3451  -1.8164
O  3.2376  -0.8397  -2.2451
C  2.2181  0.0310  -0.3812
C  2.9426  1.3930  -0.3401
C  3.0820  -0.9219  0.4755
C  0.8437  0.2267  0.2925
H  -4.6289  -1.1875  -1.1607
H  -1.8694  1.5687  0.3538
H  -1.4243  0.1224  1.2149
H  0.0983  2.5352  -0.7948
H  0.6600  1.6030  -2.1714
H  -2.3082  2.2315  -1.6891
H  -1.6144  1.3041  -3.0138
H  0.5901  3.2417  -3.6390
H  -0.7281  -1.6261  -0.9966
H  -1.1351  -0.6410  -2.3689
H  0.9323  0.1599  -3.9419
H  -0.1511  -1.2185  -4.1306
H  1.6252  -1.3960  -4.3458
H  1.9258  -2.9512  -1.3055
H  0.2791  -3.2240  -1.9457
H  1.6476  -3.0848  -3.0161
H  2.3780  2.1582  -0.8750
H  3.0919  1.7193  0.6868
H  3.8994  1.3021  -0.8568
H  3.1723  -1.9235  0.0628
H  4.0938  -0.5215  0.5378
H  2.6911  -0.9265  1.4913
H  0.6043  -0.6717  0.8646
H  0.8727  1.1050  0.9396
C  -6.0132  -4.8807  -1.6025
N  -5.4176  -3.5175  -1.5679
O  -4.3020  -3.3697  -2.0140
O  -6.1036  -2.6338  -1.0879
H  -5.2945  -5.5547  -2.0526
H  -6.2345  -5.1643  -0.5782
H  -6.9231  -4.8211  -2.1915
C  0.7494  1.0366  4.8318
N  1.7600  1.0180  3.7455
O  2.0721  2.0722  3.2259
O  2.2259  -0.0625  3.4415
H  0.4393  2.0640  4.9890
H  -0.0850  0.4200  4.5210
H  1.2281  0.6332  5.7103
C  -1.4665  -2.6302  7.4132
N  -1.0807  -1.7243  6.2973
O  -1.9490  -1.3645  5.5293
O  0.0863  -1.4009  6.2278
H  -2.5295  -2.8262  7.3425
H  -0.8875  -3.5419  7.3036
H  -1.2179  -2.1246  8.3412
C  5.1059  1.1972  5.7008
N  4.2824  1.0234  6.9306
O  3.0726  1.0444  6.8086
O  4.8754  0.8714  7.9737
H  4.4422  1.3206  4.8529
H  5.7245  2.0769  5.8487
H  5.7183  0.3073  5.5943
C  -1.6289  3.4170  -6.9068
N  -1.3533  2.7009  -8.1828
O  -0.9973  1.5423  -8.1156
O  -1.5046  3.3297  -9.2084
H  -1.4547  2.7343  -6.0855
H  -0.9593  4.2700  -6.8575
H  -2.6639  3.7420  -6.9288

Atoms 1-6, force components in eV/Å:
C -0.690 -0.158 -0.237
C 0.686 0.310 0.479
C -0.190 0.390 -0.411
C 0.332 -0.184 0.058
C -0.283 -0.248 0.128
C 0.643 0.072 -0.080

Electronic energy: -56912.893 eV
2S+1: 2

=====

(2)
A molecular structure, C33H34F7GaOP at a distorted geometry, computed with wB97M-V/def2-TZVPD.

Element x y z (Å)
O  3.1001  1.1869  -1.0971
P  3.2534  2.1820  -2.3237
Ga  2.3889  4.3463  -1.8478
F  3.7166  5.6155  -2.4119
C  0.6194  4.5073  -2.9088
C  -0.6771  3.7841  -2.2139
C  -0.4150  2.2627  -1.6625
F  -0.6951  1.2345  -2.7331
H  4.6622  2.3983  -2.6493
H  2.6004  1.7432  -3.5342
H  2.1863  4.5704  -0.2469
H  0.3656  5.6729  -2.9534
H  0.7509  4.1883  -4.0514
H  -1.1919  4.4413  -1.3672
H  -1.5042  3.6879  -3.0693
H  -1.2523  2.0614  -0.8355
H  0.6099  2.0960  -1.1228
F  7.0051  -3.0267  2.1276
C  5.8097  -2.7658  1.5822
C  5.6647  -1.6636  0.7468
C  4.4215  -1.3945  0.1745
C  3.3334  -2.2253  0.4531
C  3.4878  -3.3263  1.2969
C  4.7337  -3.6014  1.8600
H  6.5191  -1.0248  0.5486
H  4.2996  -0.5397  -0.4861
H  2.3628  -2.0124  0.0101
H  2.6385  -3.9691  1.5155
H  4.8736  -4.4581  2.5109
F  -3.0906  1.7504  -0.8757
C  -4.0400  1.1553  -0.1414
C  -4.7543  0.0905  -0.6795
C  -5.7393  -0.5327  0.0866
C  -6.0068  -0.0765  1.3797
C  -5.2879  0.9963  1.9091
C  -4.2953  1.6119  1.1469
H  -4.5385  -0.2447  -1.6887
H  -6.2981  -1.3710  -0.3221
H  -6.7783  -0.5600  1.9752
H  -5.5006  1.3522  2.9142
H  -3.7208  2.4412  1.5460
F  0.9200  -4.6807  4.0665
C  1.7644  -4.9958  5.0577
C  1.3767  -5.9240  6.0177
C  2.2575  -6.2562  7.0469
C  3.5134  -5.6475  7.1108
C  3.8914  -4.7133  6.1453
C  3.0147  -4.3897  5.1100
H  0.3941  -6.3803  5.9566
H  1.9670  -6.9865  7.7980
H  4.1984  -5.9036  7.9163
H  4.8677  -4.2378  6.1994
H  3.2957  -3.6723  4.3462
F  2.5349  -6.1062  -3.0755
C  1.8337  -5.0203  -3.4273
C  0.8201  -5.1368  -4.3721
C  0.0863  -4.0074  -4.7349
C  0.3821  -2.7707  -4.1562
C  1.4048  -2.6630  -3.2126
C  2.1308  -3.7946  -2.8419
H  0.6101  -6.1040  -4.8170
H  -0.7134  -4.0894  -5.4668
H  -0.1875  -1.8892  -4.4428
H  1.6359  -1.6986  -2.7667
H  2.9231  -3.7306  -2.1035
F  -2.9226  5.7366  -2.5160
C  -3.8930  6.1242  -1.6777
C  -4.0285  7.4722  -1.3644
C  -5.0419  7.8768  -0.4957
C  -5.9026  6.9265  0.0592
C  -5.7553  5.5752  -0.2575
C  -4.7489  5.1723  -1.1349
H  -3.3454  8.1950  -1.7985
H  -5.1612  8.9292  -0.2505
H  -6.6901  7.2420  0.7402
H  -6.4238  4.8369  0.1789
H  -4.6258  4.1272  -1.3989

Atoms 1-6, force components in eV/Å:
O 0.278 1.296 -2.550
P 0.139 -0.821 2.636
Ga -0.227 1.081 -0.017
F -0.918 -0.936 0.191
C -1.106 1.206 -0.775
C -0.370 -0.635 -1.294

Electronic energy: -117507.842 eV
2S+1: 1
Charge: -1

=====

(3)
C5H8O2 in the gas phase, computed with wB97M-V/def2-TZVPD.

Element x y z (Å)
C  -0.0239  -1.2149  -1.9491
C  0.3364  -0.0581  -1.0251
C  0.0088  -0.3834  0.4373
C  0.2309  0.8412  1.2965
O  1.2607  1.4770  1.3330
C  -0.9022  1.3382  2.1852
O  -1.4232  0.6186  2.9967
H  0.5322  -2.1207  -1.6826
H  0.1984  -0.9770  -2.9939
H  -1.0919  -1.4483  -1.8766
H  -0.2184  0.8416  -1.3209
H  1.4012  0.1875  -1.1094
H  -1.0303  -0.7172  0.5346
H  0.6421  -1.2149  0.7741
H  -1.1770  2.4033  2.0889

Atoms 1-6, force components in eV/Å:
C -0.030 -0.067 -0.042
C 0.025 0.070 -0.078
C -0.036 -0.047 -0.003
C 0.403 0.039 -0.058
O -0.311 -0.218 -0.103
C -0.290 -0.189 0.266

Electronic energy: -9408.873 eV
2S+1: 1
SMILES: CCCC(=O)C=O

=====

(4)
C5H14N2 in the gas phase at a distorted geometry, computed with wB97M-V/def2-TZVPD.

Element x y z (Å)
N  -1.5556  -0.9640  -0.4692
C  -0.1749  -0.5342  -0.1794
C  -0.0047  -0.0627  1.2509
C  -0.6580  1.3043  1.5520
C  1.5149  0.1203  1.6637
C  0.3817  0.4063  -1.2915
N  0.5929  -0.2704  -2.5835
H  -1.5579  -1.9757  -0.3781
H  -2.1817  -0.5690  0.2306
H  0.5641  -1.3452  -0.2816
H  -0.3138  -0.8455  1.9504
H  -1.7496  1.2387  1.5284
H  -0.4003  1.5524  2.5784
H  -0.4326  2.0366  0.7775
H  1.5492  0.6310  2.6189
H  2.0129  -0.8406  1.8648
H  2.0620  0.5071  0.8078
H  -0.3458  1.2061  -1.4778
H  1.2947  0.8016  -0.8583
H  0.0849  -1.1486  -2.6160
H  -0.0004  0.2402  -3.2227

Atoms 1-6, force components in eV/Å:
N 0.685 -0.374 0.011
C 0.793 -0.060 -0.844
C 1.849 1.191 0.879
C -1.049 -1.259 -0.166
C -0.727 -1.566 -0.710
C -1.256 -0.116 0.860

Electronic energy: -8391.618 eV
2S+1: 1
SMILES: CC(C)[C@@H](N)CN

=====

(5)
A molecular structure, C18H36AgBBrF2N4SbSi3, computed with wB97M-V/def2-TZVPD.

Element x y z (Å)
Ag  -2.3686  -0.0775  -0.5692
C  3.0064  2.1898  -0.5348
Si  2.8743  0.4384  0.1287
C  3.0361  0.4978  1.9934
C  4.2836  -0.5726  -0.5590
Sb  0.5090  -0.3670  -0.3704
Si  0.6593  -0.6236  -2.9174
C  -0.6690  -1.7977  -3.4949
C  0.2884  1.0849  -3.5932
C  2.3173  -1.1788  -3.5823
Si  0.6476  -2.7785  0.4528
C  2.2425  -3.6747  0.0640
C  -0.8032  -3.7018  -0.2719
C  0.4711  -2.7039  2.3163
H  3.9996  2.6003  -0.3252
H  2.2647  2.8377  -0.0565
H  2.8496  2.2245  -1.6174
H  4.0035  0.9260  2.2756
H  2.9702  -0.5014  2.4333
H  2.2468  1.1113  2.4366
H  5.2253  -0.1111  -0.2454
H  4.2679  -0.6120  -1.6489
H  4.2657  -1.5986  -0.1865
H  -1.6316  -1.5573  -3.0382
H  -0.4325  -2.8360  -3.2480
H  -0.7750  -1.7223  -4.5823
H  -0.7174  1.4033  -3.3021
H  0.3393  1.0775  -4.6869
H  1.0005  1.8320  -3.2293
H  2.6830  -2.0777  -3.0792
H  3.0688  -0.3939  -3.4659
H  2.2243  -1.3995  -4.6503
H  2.5147  -3.6136  -0.9929
H  2.1265  -4.7312  0.3261
H  3.0697  -3.2716  0.6538
H  -0.6214  -3.9845  -1.3120
H  -1.7116  -3.0935  -0.2465
H  -0.9849  -4.6170  0.3011
H  1.2343  -2.0676  2.7731
H  0.5728  -3.7093  2.7380
H  -0.5079  -2.3104  2.6016
Br  -2.3588  -0.4141  6.7324
C  -2.3238  -0.3330  4.8475
C  -3.1296  -1.1767  4.1059
C  -3.0607  -1.0803  2.7239
N  -2.2548  -0.2294  2.0925
C  -1.4941  0.5781  2.8269
C  -1.4903  0.5713  4.2136
H  -3.7903  -1.8870  4.5833
H  -3.6745  -1.7148  2.0908
H  -0.8486  1.2586  2.2781
H  -0.8571  1.2437  4.7758
F  -5.4709  -0.0056  -1.1510
B  -4.4338  -0.7905  -0.7991
F  -4.8670  -1.9838  -0.3328
N  0.1136  5.2902  -0.7040
C  -1.0204  4.5513  -0.4955
C  -0.9987  3.1481  -0.5541
N  -2.0832  2.4343  -0.3325
C  -3.2167  3.0842  -0.0469
C  -3.2241  4.4629  0.0205
N  -2.1379  5.2029  -0.2022
H  0.9066  4.8681  -1.1505
H  -0.0046  6.2833  -0.7986
H  -0.0812  2.6124  -0.7829
H  -4.1046  2.4860  0.1148
H  -4.1343  5.0009  0.2566

Atoms 1-6, force components in eV/Å:
Ag -0.345 0.031 0.168
C -0.016 0.079 -0.058
Si -0.085 0.235 0.150
C -0.001 -0.021 0.095
C -0.010 -0.149 -0.099
Sb 0.078 -0.270 -0.302

Electronic energy: -135539.868 eV
2S+1: 1